[1]
The following is a quantum chemistry calculation of C36H41KN5O2S2 as an isolated structure, from OMol25.

Structure (XYZ):
```
87
Properties=species:S:1:pos:R:3:forces:R:3:lowdin_charge:R:1
K -0.67320 0.05688 1.30313 -0.53 0.58 0.33 0.661
C -0.10262 -4.44931 1.91056 0.05 -0.14 0.15 -0.059
C 0.09569 -3.16824 1.36987 0.03 0.04 0.06 -0.157
N 0.34356 -2.10659 2.09535 0.29 -0.65 -0.01 0.036
C 0.46070 -2.23217 3.43461 0.01 -0.42 0.37 -0.148
C 0.37435 -3.50222 4.07377 0.00 0.18 -0.22 -0.170
C 0.05043 -4.61061 3.25948 0.00 0.05 -0.05 -0.028
C 0.58341 -3.61795 5.46292 0.02 0.02 0.22 -0.089
C 0.81221 -2.47766 6.19469 -0.06 -0.22 -0.06 -0.110
C 0.83332 -1.21410 5.60217 0.00 0.08 -0.17 -0.048
C 0.66603 -1.03205 4.22087 0.05 0.23 0.34 -0.235
N 0.57026 0.14445 3.57352 0.04 0.07 -0.05 0.010
C 1.16094 1.28762 3.95848 0.30 -0.26 0.26 -0.233
C 2.25913 1.38742 4.83017 -0.18 -0.08 -0.08 -0.047
C 2.83791 2.60906 5.16764 -0.01 0.23 -0.08 -0.112
C 2.40191 3.79094 4.61878 0.19 -0.03 0.15 -0.093
C 1.37308 3.75060 3.65663 -0.21 -0.18 -0.11 -0.175
C 0.96438 4.90226 2.94893 -0.04 -0.04 -0.01 -0.036
C -0.01872 4.81515 2.00410 0.11 0.11 0.11 -0.069
C -0.61663 3.56365 1.77845 -0.06 -0.08 0.08 -0.176
N -0.26616 2.46935 2.41287 -0.05 0.27 -0.06 0.051
C 0.72516 2.52256 3.33171 0.30 0.35 0.19 -0.152
H -0.37226 -5.27864 1.26853 0.05 0.00 -0.02 0.095
H 0.03119 -3.01065 0.29967 -0.07 -0.02 0.01 0.073
H -0.08682 -5.57731 3.73203 0.03 -0.02 -0.04 0.108
H 0.55657 -4.59635 5.92798 -0.02 0.01 0.01 0.093
H 0.96967 -2.55298 7.26549 -0.04 0.00 0.00 0.094
H 0.94334 -0.34094 6.22943 0.04 -0.01 0.00 0.096
H 2.68526 0.47564 5.22308 -0.02 0.02 0.07 0.095
H 3.66015 2.61894 5.87552 0.02 0.00 -0.02 0.094
H 2.84983 4.74085 4.88600 0.02 -0.01 -0.04 0.092
H 1.46661 5.83997 3.16214 -0.05 0.03 -0.03 0.107
H -0.33021 5.67999 1.43250 -0.03 -0.01 0.00 0.094
H -1.40295 3.45904 1.03857 0.02 0.01 -0.02 0.064
C -1.74396 4.07089 -3.64005 -0.21 -0.18 0.09 -0.089
C -2.83438 3.39080 -2.80979 0.20 -0.02 -0.03 -0.264
N -2.88280 1.94493 -2.97143 0.18 -0.15 0.17 -0.143
C -3.81811 1.43001 -3.95743 -0.14 -0.07 -0.03 -0.236
C -5.19028 1.09555 -3.37704 0.11 0.06 -0.03 -0.080
C -2.15753 1.07088 -2.19920 -0.31 0.16 -0.07 -0.713
S -0.97201 1.66331 -1.13899 -0.16 0.53 -0.45 0.693
N -2.45931 -0.21089 -2.43380 -0.07 -0.21 -0.13 0.075
C -2.24676 -1.21644 -1.57515 0.00 0.26 -0.08 -0.477
O -1.91052 -1.15010 -0.38497 -0.40 -0.53 -0.54 -0.141
C -2.53032 -2.57872 -2.17435 0.00 -0.09 0.00 -0.121
C -2.20855 -3.71645 -1.44184 0.01 0.03 0.08 -0.024
C -2.43104 -4.98275 -1.96094 -0.01 -0.03 -0.02 -0.087
C -3.00026 -5.12593 -3.21779 -0.01 -0.01 -0.04 -0.107
C -3.35041 -3.99649 -3.94620 -0.02 -0.01 -0.02 -0.095
C -3.11503 -2.73145 -3.43000 0.09 0.01 0.07 -0.032
H -1.82817 5.15628 -3.54853 0.04 -0.02 -0.03 0.068
H -1.83389 3.79522 -4.69339 0.00 0.05 0.00 0.067
H -0.77108 3.75453 -3.27453 0.11 0.00 -0.01 0.046
H -3.81249 3.77803 -3.10717 -0.03 -0.03 0.07 0.109
H -2.68145 3.61692 -1.75454 -0.02 -0.01 -0.01 0.081
H -3.38364 0.53311 -4.39547 -0.02 0.07 -0.06 0.096
H -3.92010 2.18741 -4.73913 0.04 -0.01 -0.03 0.111
H -5.08397 0.35743 -2.58309 0.00 -0.02 -0.02 0.068
H -5.83673 0.68639 -4.15696 -0.04 0.01 0.03 0.067
H -5.66816 1.98604 -2.96303 -0.01 0.00 0.00 0.065
H -1.79192 -3.58665 -0.45195 -0.05 0.00 -0.04 0.085
H -2.16572 -5.86219 -1.38640 0.00 0.02 0.02 0.096
H -3.17557 -6.11316 -3.62826 -0.01 0.00 0.01 0.093
H -3.81220 -4.10290 -4.92054 0.02 0.00 0.00 0.094
H -3.37877 -1.84444 -3.98658 0.00 0.04 -0.03 0.093
C 3.62167 -2.45666 -2.01411 -0.13 0.10 -0.07 -0.107
C 2.55920 -1.55101 -2.64483 0.15 -0.01 0.20 -0.272
C 1.45406 -1.13289 -1.67840 0.00 0.18 0.14 -0.330
S 1.88969 0.09228 -0.37618 0.17 0.03 -0.86 0.843
O 3.19697 -0.30454 0.20474 0.42 -0.25 0.24 -0.529
C 2.25888 1.50843 -1.52392 0.01 -0.08 0.16 -0.363
C 3.75023 1.80901 -1.58086 0.04 -0.04 0.24 -0.301
C 4.21472 2.60607 -0.36099 -0.05 -0.09 -0.13 -0.108
H 4.36012 -2.76322 -2.75840 -0.03 -0.02 0.01 0.065
H 3.15547 -3.35480 -1.60233 0.02 -0.02 -0.01 0.074
H 4.12431 -1.94140 -1.20159 0.05 0.00 0.07 0.053
H 2.08716 -2.08780 -3.47260 -0.05 0.09 -0.04 0.105
H 3.03479 -0.66374 -3.07260 -0.02 -0.01 -0.04 0.095
H 1.08167 -1.99953 -1.13051 -0.02 0.00 0.00 0.067
H 0.60999 -0.67076 -2.19592 -0.06 -0.04 0.05 0.069
H 1.70520 2.35334 -1.11610 -0.02 0.04 -0.08 0.044
H 1.83409 1.26690 -2.49633 -0.03 0.05 0.01 0.072
H 3.96483 2.36822 -2.49549 -0.04 -0.03 -0.04 0.104
H 4.30627 0.86953 -1.62064 0.03 0.04 -0.06 0.091
H 3.67290 3.55259 -0.29343 0.03 0.02 0.01 0.072
H 5.28350 2.82007 -0.41669 0.00 0.02 0.03 0.067
H 4.02389 2.03414 0.54603 0.04 0.03 0.03 0.066
```
Forces are in eV/Å.

Output
HOMO   -3.46 eV
Maximum force   0.9 eV/A
2S+1   1
Total charge   -1

***

[2]
The following is a quantum chemistry calculation of C17H50F3O15Y as an isolated structure, from OMol25.

Structure (XYZ):
```
86
Properties=species:S:1:pos:R:3:forces:R:3:lowdin_charge:R:1
Y 1.24917 2.20120 0.00457 2.86 -1.42 4.53 1.772
O 2.89723 0.84499 0.78208 -2.62 1.30 -1.50 -0.395
C 3.64905 0.48677 1.88890 0.50 -0.55 0.17 -0.390
C 4.61384 1.54689 2.47338 -0.62 0.62 0.47 -0.598
O 5.40527 2.18516 1.64365 0.80 0.00 -0.74 -0.335
H 4.25625 -0.40130 1.61226 0.09 0.20 0.02 0.088
H 2.98474 0.14514 2.71827 0.06 0.10 0.07 0.083
H 5.15685 0.96853 3.28942 -0.13 -0.18 0.16 0.064
H 3.93798 2.26929 3.02765 -0.09 -0.20 0.18 0.069
O 2.24892 3.92427 1.44781 -1.51 -1.61 -1.33 -0.368
C 1.27511 4.44614 2.27949 0.33 1.52 -1.14 -0.448
C 0.19531 3.49374 2.73513 0.25 -1.25 0.49 -0.354
O -0.32420 2.68469 1.68917 0.12 -0.05 -1.45 -0.429
H 0.78909 5.28144 1.71175 -0.40 -0.04 0.35 0.086
H 1.73189 4.97002 3.14372 -0.12 -0.35 0.23 0.097
H -0.61251 4.01653 3.27722 0.03 0.15 -0.20 0.103
H 0.63770 2.77661 3.45393 0.12 0.30 0.12 0.101
C -0.37001 -0.35389 -0.74648 -1.40 1.36 0.65 -0.489
O 0.07690 -0.33223 0.59135 0.00 -0.55 -0.03 -0.109
O 0.34675 0.55547 -1.37531 0.87 1.46 -1.37 -0.253
C -0.38085 -1.68854 -1.47121 0.15 -0.36 0.08 -0.545
F -1.06435 -2.65401 -0.80351 0.03 0.08 -0.02 0.114
F -1.03022 -1.52665 -2.64428 0.01 -0.01 -0.08 0.130
F 0.82662 -2.17540 -1.74046 0.15 -0.12 -0.01 0.159
C -0.77584 -0.86833 1.58449 -0.02 -0.56 0.61 -0.245
C -0.05099 -0.73204 2.91115 0.56 0.20 -0.42 -0.051
H -0.52445 -1.32063 3.69522 -0.15 0.16 0.08 0.084
H 0.97485 -1.08144 2.78021 -0.08 -0.13 0.06 0.050
H 0.07485 0.31629 3.18517 -0.28 -0.03 0.11 0.059
H -0.94290 -1.92703 1.37312 -0.06 -0.05 0.07 0.105
H -1.75828 -0.38483 1.62530 0.12 0.20 -0.25 0.112
H -1.44381 -0.04928 -0.75968 -0.17 -0.43 0.28 0.142
C 3.81704 -2.31845 -2.84930 -0.55 -0.18 -0.76 -0.204
O 4.20951 -1.54036 -1.76301 0.32 -0.37 0.00 -0.098
H 4.52496 -2.24342 -3.68523 0.18 0.08 0.24 0.071
H 3.70687 -3.38844 -2.61697 0.10 0.07 0.10 0.075
H 2.84927 -1.99544 -3.26621 0.11 0.03 0.22 0.043
H 3.94439 -2.02573 -0.96456 -0.06 0.42 0.05 0.040
C 0.88819 -2.51584 -5.22248 0.43 0.20 0.96 -0.179
O 0.67939 -1.27599 -5.85522 -0.20 0.04 -0.40 -0.129
H 0.32581 -3.29574 -5.72842 0.08 0.00 -0.27 0.073
H 1.96005 -2.74948 -5.16766 -0.12 -0.29 -0.34 0.068
H 0.56429 -2.50450 -4.17312 -0.14 0.03 -0.25 0.052
H 0.99744 -0.56366 -5.27995 -0.11 0.03 0.20 0.038
C -3.06753 1.36686 -3.35128 -0.20 -0.31 -0.42 -0.160
O -2.55925 2.67372 -3.17958 0.10 0.20 0.23 -0.123
H -2.58916 0.87014 -4.20191 0.01 -0.12 0.12 0.081
H -2.87766 0.77878 -2.45751 0.15 0.11 0.07 0.058
H -4.15176 1.36744 -3.52209 0.04 0.08 0.01 0.075
H -2.41464 3.06012 -4.04560 -0.07 0.03 -0.01 0.060
C -3.58145 2.48507 0.22898 0.33 0.09 0.52 -0.157
O -2.88309 3.65065 0.63008 -0.11 0.13 -0.24 -0.137
H -4.34079 2.80482 -0.48338 -0.04 -0.19 -0.10 0.074
H -2.92462 1.73362 -0.22614 0.00 0.15 -0.18 0.060
H -4.05755 1.99552 1.08809 -0.11 0.12 -0.12 0.057
H -1.98349 3.42767 0.92670 0.17 -0.30 0.26 0.024
C -2.13390 1.54728 4.59977 0.00 -0.02 0.20 -0.156
O -2.45116 1.34454 3.24224 -0.06 -0.21 -0.03 -0.160
H -2.65568 0.79302 5.19439 -0.12 0.09 -0.02 0.069
H -1.06878 1.41828 4.80642 0.02 0.12 -0.11 0.073
H -2.44635 2.54717 4.91803 0.06 -0.03 0.14 0.081
H -1.73304 1.72394 2.69941 0.18 0.27 -0.35 0.042
C -5.61316 0.61541 4.22687 0.36 0.03 -0.10 -0.187
O -5.18184 0.42234 2.90201 -0.07 -0.36 -0.20 -0.137
H -5.03938 0.00921 4.93900 -0.03 0.03 0.01 0.069
H -5.51252 1.66988 4.50686 -0.18 -0.04 0.18 0.079
H -6.65252 0.29597 4.28114 -0.09 0.14 0.04 0.068
H -4.22342 0.56537 2.86113 0.08 0.25 0.08 0.032
C 2.00165 -3.15675 1.15369 -0.31 -0.75 0.29 -0.166
O 2.99026 -2.37176 0.57304 -0.02 0.56 -0.07 -0.125
H 1.05505 -3.13564 0.60674 -0.05 0.10 -0.03 0.052
H 2.34461 -4.19749 1.15972 0.06 0.07 -0.08 0.078
H 1.79877 -2.89649 2.19675 0.07 0.12 -0.01 0.075
H 2.73268 -1.42876 0.65734 0.26 0.08 -0.09 0.066
C 0.73036 2.25074 -4.64918 0.69 0.47 -0.04 -0.150
O 1.07489 1.00556 -4.08464 -0.39 0.18 -0.13 -0.130
H -0.33808 2.45976 -4.58734 -0.05 -0.08 -0.18 0.057
H 1.26383 3.08497 -4.16281 -0.16 -0.15 0.18 0.078
H 1.09264 2.28551 -5.67882 -0.32 -0.21 -0.09 0.080
H 0.53647 0.90365 -3.27837 0.35 -0.43 0.40 0.046
C 0.39111 -5.49116 -1.57999 0.56 -0.38 0.10 -0.144
O -0.17563 -6.80440 -1.68472 -0.03 0.19 -0.11 -0.132
H 1.33638 -5.41293 -2.13049 -0.14 -0.02 -0.12 0.080
H -0.30979 -4.78046 -1.99712 -0.15 0.00 0.07 0.066
H 0.62532 -5.24693 -0.54128 -0.26 0.15 -0.01 0.066
H 0.47502 -7.43469 -1.36748 0.03 0.03 0.02 0.062
```
Forces are in eV/Å.

Output
HOMO   0.48 eV
Maximum force   5.5 eV/A
2S+1   1
Total charge   -2

***

[3]
The following is a quantum chemistry calculation of one molecule with the formula C6H10O4, from OMol25.

Structure (XYZ):
```
20
Properties=species:S:1:pos:R:3:forces:R:3:nbo_charge:R:1
C -2.93342 -0.68809 -0.75764 5.38 2.62 -4.49 -0.613
C -1.59767 -0.15172 0.02858 -5.09 -0.57 2.23 0.059
O -0.82155 -1.33410 0.30062 0.19 1.85 0.75 -0.277
O 0.33223 -0.94957 1.22531 -3.83 -1.72 0.86 -0.258
C 1.06197 -0.06002 0.59359 1.74 6.76 1.74 0.029
C 1.89798 -0.71438 -0.40645 -0.23 -2.72 0.01 -0.111
O 3.01915 0.01645 -0.75235 0.57 0.41 -0.53 -0.718
C 0.45976 1.17576 -0.05678 2.17 1.01 -1.31 0.024
O -0.61647 1.87280 0.62850 2.06 2.00 1.73 -0.477
C -0.89401 1.12209 -0.44429 -3.52 -2.72 -3.45 0.006
H -3.72020 -1.30142 -0.43750 -0.69 -0.47 1.54 0.232
H -3.24879 0.37276 -1.17691 -0.08 -2.50 0.45 0.208
H -2.36426 -1.29668 -1.61560 -1.84 1.25 1.10 0.198
H -2.28335 0.39783 0.87784 2.32 -1.92 -0.42 0.190
H 1.51915 0.70403 1.47655 0.15 -2.93 -1.61 0.228
H 2.14912 -1.61638 0.26584 0.07 0.42 -2.04 0.193
H 1.12266 -0.93738 -1.29101 2.03 -0.03 1.52 0.174
H 3.67184 -0.57251 -1.14355 -0.07 0.10 -0.03 0.482
H 1.35658 1.75514 -0.60388 -2.51 -0.91 1.28 0.239
H -1.47738 1.54834 -1.31044 1.19 0.08 0.67 0.190
```
Forces are in eV/Å.

Output
HOMO   -9.93 eV
Maximum force   7.5 eV/A
2S+1   1

***

[4]
The following is a quantum chemistry calculation of C7H14N2O5S as an isolated structure, from OMol25.

Structure (XYZ):
```
29
Properties=species:S:1:pos:R:3:forces:R:3:nbo_charge:R:1
C -3.03042 0.80329 -0.84117 -0.14 1.12 -2.57 -0.406
C -2.40032 1.71697 0.19847 0.34 -0.02 -0.67 -0.402
C -3.01508 -0.67077 -0.59510 3.11 -0.95 -1.09 -0.414
C -1.04930 1.12725 0.59686 -0.61 0.06 1.41 -0.430
C -1.56641 -1.13400 -0.22975 0.85 -0.72 2.00 -0.428
C -1.16482 -0.35551 1.03322 1.48 1.95 -2.94 0.098
C 4.68200 0.21508 -0.82816 -1.31 1.44 -0.20 -0.830
N 1.22669 -0.82541 0.88486 -0.52 -0.78 -0.22 -0.058
N 1.98984 -1.88401 0.91137 -2.56 -0.40 1.96 0.516
O 1.84456 -3.01128 1.42703 0.68 2.45 -1.25 -0.390
O 3.20419 -1.51573 0.33687 -1.39 0.88 -0.54 -0.504
O 2.07729 0.70143 -1.05208 0.86 -0.76 0.31 -0.862
O 3.10321 0.92685 1.22933 0.20 -0.03 -0.60 -0.876
O 0.05938 -0.78753 1.65538 1.47 -1.98 0.61 -0.347
S 3.02710 0.29160 -0.05191 1.25 1.01 0.71 2.252
H -4.06271 1.06158 -1.09116 -0.06 0.37 0.25 0.212
H -2.49786 0.98949 -1.84128 -0.43 -0.24 1.31 0.196
H -2.19011 2.71188 -0.24868 -0.37 -0.50 0.24 0.217
H -3.06110 1.88376 1.04614 0.00 -0.13 0.26 0.198
H -3.71502 -0.94525 0.16555 -0.50 -0.65 0.22 0.207
H -3.03009 -1.21270 -1.55186 -1.59 0.17 0.23 0.226
H -0.38832 1.17540 -0.23191 0.76 0.13 -0.81 0.213
H -0.65455 1.76079 1.39398 0.29 -0.27 0.11 0.217
H -1.48859 -2.21645 0.07284 -0.44 0.76 -0.65 0.219
H -0.76444 -0.96123 -1.01484 -1.23 0.00 0.62 0.216
H -1.91559 -0.36470 1.77454 -0.56 -0.74 1.24 0.195
H 5.42642 1.01864 -0.67345 -0.76 -0.54 0.82 0.269
H 4.93509 -0.76995 -0.62437 1.37 -1.54 0.48 0.253
H 4.41897 0.27054 -1.85070 -0.19 -0.06 -1.27 0.244
```
Forces are in eV/Å.

Output
HOMO   -9.52 eV
Maximum force   3.8 eV/A
2S+1   1

***

Going through the records in order, we get gap between HOMO and LUMO values of 5.9069, 3.3260, 10.6529, 9.7192 eV.
Going through the records in order, we get energy relative to the best compared isomer or geometry (same formula, charge and spin) values of 12.74, 24.54, 191.58, 96.84 kcal per mole.